No. 1
{"formula": "C41H42BrF4GdN3O5P2STe", "method": "ωB97M-V with the def2-TZVPD basis set", "e_homo_ev": [-9.07, -9.06], "total_charge": 1, "relative_energy_ev": 1.087, "lumo_energy_ev": [-3.420, -6.058], "spin_multiplicity": 8, "orbital_gap_ev": [5.65, 3.00], "symbols": ["Gd", "F", "C", "C", "F", "C", "F", "C", "P", "C", "C", "C", "C", "C", "C", "C", "C", "C", "C", "C", "C", "C", "Br", "C", "F", "H", "H", "H", "H", "H", "H", "H", "H", "H", "H", "C", "C", "C", "C", "C", "C", "N", "C", "C", "C", "C", "C", "C", "C", "O", "O", "C", "C", "H", "H", "H", "H", "H", "H", "H", "H", "H", "H", "H", "H", "H", "H", "S", "C", "N", "C", "C", "C", "N", "H", "H", "H", "H", "H", "H", "H", "H", "C", "C", "O", "P", "O", "Te", "O", "C", "C", "H", "H", "H", "H", "H", "H", "H", "H", "H", "H"], "coordinates": [[0.416053, 1.083423, 0.250837], [3.728118, 4.550347, 3.971167], [2.530887, 4.110502, 3.548953], [1.443778, 3.701201, 4.315923], [1.621835, 3.801826, 5.670902], [0.263292, 3.224949, 3.818999], [-0.612909, 2.742158, 4.679604], [0.028062, 3.215260, 2.448852], [-1.530878, 2.968690, 1.522093], [-2.847279, 2.538428, 2.723407], [-3.466389, 1.285283, 2.566177], [-4.318989, 0.836131, 3.565056], [-4.676039, 1.640693, 4.639384], [-4.090778, 2.880228, 4.749876], [-3.200494, 3.368955, 3.812242], [-1.914300, 4.671050, 0.910280], [-2.334661, 4.771301, -0.449928], [-2.522648, 6.024796, -1.020827], [-2.431566, 7.158066, -0.254161], [-1.966578, 7.081991, 1.064778], [-1.695052, 5.824101, 1.648893], [1.149688, 3.507714, 1.599930], [1.320836, 3.617560, -0.412201], [2.339827, 3.970605, 2.147140], [3.329090, 4.402924, 1.380123], [-3.139002, 0.674011, 1.728946], [-4.717281, -0.177421, 3.562139], [-5.445542, 1.290516, 5.382801], [-4.328251, 3.498092, 5.600051], [-2.728657, 4.348006, 3.926008], [-2.386050, 3.859844, -1.055731], [-2.839682, 6.053418, -2.079826], [-2.654336, 8.119029, -0.728630], [-1.804156, 7.932002, 1.705609], [-1.184984, 5.749284, 2.601927], [-3.203280, -5.929233, -0.580212], [-2.262747, -5.263066, -1.576852], [-1.743655, -6.151158, -2.619387], [-1.410170, -5.565284, -3.816375], [-1.537472, -4.203826, -4.008941], [-1.624238, -3.361682, -2.881749], [-1.418299, -1.979269, -3.025999], [-0.929928, -1.150121, -4.044400], [-0.166870, -1.598010, -5.143930], [0.292834, -0.698170, -6.115433], [-0.057565, 0.626914, -6.023583], [-0.753830, 1.098942, -4.918180], [-0.984249, 0.263438, -3.815859], [-1.273863, 0.995733, -2.409022], [-1.799560, 2.092241, -2.470471], [-0.780907, 0.373959, -1.352514], [-2.033825, -3.902598, -1.637585], [-2.268282, -2.959527, -0.469921], [-3.915875, -6.565446, -1.131394], [-3.815020, -5.284477, 0.079347], [-2.540127, -6.615868, -0.021589], [-1.853165, -7.214483, -2.438695], [-1.118342, -6.274494, -4.601150], [-1.366571, -3.817539, -5.027509], [-1.899997, -1.496643, -2.285858], [0.153808, -2.639469, -5.160090], [0.895372, -1.097162, -6.938659], [0.158489, 1.294071, -6.842191], [-1.103430, 2.103746, -4.900789], [-2.318142, -3.600175, 0.489335], [-3.279945, -2.488147, -0.465908], [-1.485734, -2.272714, -0.311952], [-0.858079, -0.510949, 2.048788], [-0.024982, -1.904142, 2.626577], [-0.345029, -2.381728, 3.838909], [0.090840, -3.669030, 4.391524], [1.484000, -4.024492, 3.824916], [1.544698, -3.817711, 2.320763], [0.918097, -2.520778, 1.952309], [-1.190905, -1.936636, 4.261938], [-0.606157, -4.480261, 4.107871], [0.059058, -3.636408, 5.488575], [1.695039, -5.110641, 4.055873], [2.250628, -3.365324, 4.315810], [1.107083, -4.619273, 1.709199], [2.635952, -3.882482, 2.067855], [1.252247, -2.139697, 1.085926], [6.978937, -0.067975, -0.520702], [6.022273, -1.131453, -0.089612], [4.827823, -0.459329, 0.374048], [3.555530, -0.233035, -0.538884], [2.565965, 0.419875, 0.397097], [2.609043, -2.197355, -1.459118], [4.042616, 0.792355, -1.674645], [3.138677, 0.869609, -2.906686], [3.717843, -0.011639, -4.014045], [7.928821, -0.437551, -0.877965], [7.128468, 0.632741, 0.316912], [6.396447, 0.473874, -1.325781], [6.437919, -1.637471, 0.769683], [5.876566, -1.860830, -0.907939], [3.166937, 1.934711, -3.158534], [2.137734, 0.567215, -2.642335], [4.812096, 0.074477, -4.032120], [3.283716, 0.346742, -4.971577], [3.469716, -1.120856, -3.907912]], "forces_ev_per_angstrom": [[0.023, -1.935, 0.048], [-1.612, -0.479, 0.128], [-0.289, -0.455, -2.035], [2.534, 0.960, 2.868], [-0.510, -0.343, -1.413], [-0.271, -0.337, -0.992], [-0.229, 0.180, 0.166], [0.618, 0.297, -1.356], [-1.162, 0.304, -0.012], [-0.141, 0.186, 0.209], [0.856, 0.662, 0.471], [-0.596, -0.679, 0.033], [-0.616, -0.758, 0.209], [-0.074, 1.060, 0.411], [0.503, -0.656, -0.820], [0.104, -0.516, -1.204], [0.766, -0.412, 0.877], [-0.894, -1.249, -0.794], [0.479, 1.074, 0.544], [-0.102, -1.145, 0.356], [0.175, 0.613, -0.814], [0.630, 0.947, 0.292], [-0.658, 0.953, 1.255], [0.488, 0.485, 1.031], [0.023, -0.262, 0.014], [-0.477, -0.065, 0.205], [-0.004, 0.201, -0.404], [1.114, 0.379, -0.811], [-0.110, 0.171, 0.124], [-0.255, -0.307, 0.053], [-0.144, 0.346, 0.164], [0.290, 0.190, 0.735], [0.149, -0.254, 0.390], [-0.065, 0.415, -0.249], [-0.297, 0.210, 0.211], [0.765, -0.466, 0.206], [-0.156, -1.493, -1.221], [-1.490, 2.093, 1.964], [-0.113, -1.668, -0.144], [1.248, 0.722, -0.191], [0.199, -0.336, -1.871], [-0.562, 0.037, 0.500], [1.102, 0.259, 1.268], [0.090, 0.078, 0.089], [-0.043, -1.282, 0.568], [-0.530, 0.527, -0.430], [0.561, -0.908, 0.457], [-0.917, -0.017, 0.694], [0.031, -0.854, -3.119], [0.421, -0.401, 1.116], [-0.489, 0.504, -0.537], [0.134, 0.836, -0.375], [-2.003, -2.608, 1.595], [0.314, 0.285, 0.133], [0.713, -0.177, -0.297], [-0.729, 0.158, 0.369], [0.219, 0.031, -0.316], [-0.169, 0.695, -0.086], [-0.215, -0.088, 0.888], [0.252, 0.451, -0.090], [-0.248, 0.353, -0.208], [-0.235, 0.311, 0.297], [0.049, 0.166, -0.075], [0.130, 0.750, 0.313], [0.231, 0.918, -1.322], [0.778, 0.118, -0.309], [0.845, 1.059, -0.080], [-0.053, -0.086, 0.387], [0.714, -0.671, 0.662], [-1.805, 0.676, 0.613], [0.177, -0.747, -0.542], [-0.069, -0.336, 1.024], [0.798, -0.100, 0.020], [0.848, -0.890, -0.064], [1.266, -0.571, -0.515], [0.073, 0.457, -0.063], [0.238, 0.270, -0.351], [-0.049, 1.287, -0.133], [-0.605, -0.733, -0.432], [-0.314, 0.212, 0.397], [-0.992, 0.789, -0.201], [0.007, 0.271, -0.682], [-1.176, 1.526, -0.708], [0.695, -0.224, 0.015], [-0.104, -0.360, -0.360], [0.666, -0.775, -0.607], [-0.998, 1.021, 0.600], [-0.275, -0.146, 0.458], [-1.263, -0.388, -0.613], [1.774, -0.109, 0.437], [-0.502, -0.695, -0.277], [0.145, -0.152, -0.155], [0.115, -0.208, -0.383], [1.251, -0.243, 0.629], [-0.270, -0.415, 0.279], [-0.567, 0.296, 0.456], [0.006, -0.274, -0.022], [-0.438, -0.115, 0.147], [-0.298, 0.172, -0.114], [0.371, -0.270, 0.427], [0.203, 1.695, -0.004]], "lowdin_spin": [6.7981, 0.0000, -0.0002, -0.0002, -0.0001, 0.0005, 0.0000, -0.0043, 0.0074, 0.0026, 0.0011, 0.0003, -0.0001, 0.0004, 0.0005, 0.0017, 0.0007, 0.0000, 0.0003, 0.0001, 0.0004, -0.0066, -0.0095, 0.0002, -0.0002, 0.0006, 0.0000, 0.0000, 0.0001, 0.0000, 0.0003, 0.0000, 0.0000, 0.0000, 0.0000, 0.0000, -0.0001, 0.0003, 0.0000, 0.0002, 0.0002, 0.0007, 0.0003, 0.0003, -0.0002, 0.0006, 0.0006, 0.0052, 0.0010, 0.0047, 0.0180, 0.0002, 0.0000, 0.0000, 0.0000, 0.0000, 0.0000, 0.0000, 0.0000, -0.0001, 0.0000, 0.0000, 0.0001, 0.0000, 0.0000, 0.0000, 0.0000, 0.0630, 0.0090, 0.0037, 0.0007, 0.0001, 0.0004, 0.0013, 0.0009, 0.0000, 0.0001, 0.0000, 0.0000, 0.0001, -0.0001, 0.0015, 0.0001, 0.0009, -0.0001, 0.0047, -0.0118, 0.0966, -0.0009, -0.0002, 0.0009, 0.0000, 0.0001, 0.0000, 0.0000, 0.0015, 0.0001, -0.0003, 0.0000, 0.0001, 0.0012]}


No. 2
{"formula": "C15H20ClF2O17PS", "method": "ωB97M-V with the def2-TZVPD basis set", "e_homo_ev": -10.71, "lumo_energy_ev": -1.318, "smiles": "O=S(=O)(F)P(F)Cl.O=C1OCCO1.O=C1OCCO1.O=C1OCCO1.O=C1OCCO1.O=C1OCCO1", "spin_multiplicity": 1, "orbital_gap_ev": 9.39, "symbols": ["O", "S", "O", "F", "P", "F", "Cl", "C", "C", "O", "C", "O", "O", "H", "H", "H", "H", "C", "C", "O", "C", "O", "O", "H", "H", "H", "H", "C", "C", "O", "C", "O", "O", "H", "H", "H", "H", "C", "C", "O", "C", "O", "O", "H", "H", "H", "H", "C", "C", "O", "C", "O", "O", "H", "H", "H", "H"], "coordinates": [[-1.242134, -3.928044, -0.290401], [-1.752227, -2.558458, -0.490098], [-1.074102, -1.525284, 0.339614], [-1.509554, -2.117501, -2.072109], [-3.867339, -2.358915, 0.035668], [-4.755151, -3.342057, -0.964508], [-4.280283, -0.365018, -0.481858], [-6.584636, 3.361017, 2.218728], [-6.430091, 1.915771, 2.593256], [-6.723690, 1.243476, 1.372360], [-6.482517, 2.116095, 0.359642], [-6.471734, 1.817585, -0.797045], [-6.258378, 3.366088, 0.830337], [-5.913999, 4.011304, 2.779143], [-7.610605, 3.717560, 2.340842], [-5.409810, 1.667995, 2.899042], [-7.118675, 1.611047, 3.380376], [1.569751, -2.976326, -1.925566], [2.059233, -4.134087, -2.746575], [3.227628, -3.605627, -3.370564], [3.672132, -2.583582, -2.597947], [4.720795, -2.035560, -2.745785], [2.772074, -2.265003, -1.634845], [1.074531, -3.293603, -1.009869], [0.898217, -2.321526, -2.484333], [2.343454, -4.993063, -2.133008], [1.332163, -4.456752, -3.490626], [6.644504, -2.392155, -0.158111], [6.484961, -0.989563, 0.349664], [7.652707, -0.810159, 1.152063], [8.590914, -1.683574, 0.699748], [9.731816, -1.676046, 1.041138], [8.061170, -2.559789, -0.188531], [6.214637, -2.527822, -1.149154], [6.215671, -3.135031, 0.520754], [6.489914, -0.249912, -0.455167], [5.581116, -0.859015, 0.943434], [10.380053, 2.453761, 1.084910], [8.887529, 2.369159, 0.943743], [8.475644, 3.723813, 1.109170], [9.534768, 4.511341, 0.786594], [9.478648, 5.692528, 0.658407], [10.664880, 3.774593, 0.628289], [10.900649, 1.711998, 0.480735], [10.708847, 2.359403, 2.122968], [8.579733, 2.024192, -0.047358], [8.432763, 1.729055, 1.698071], [-10.533781, 0.844077, -1.134127], [-11.274005, 0.239561, 0.025271], [-10.891602, 1.076198, 1.113689], [-10.519335, 2.273605, 0.592490], [-10.302363, 3.250711, 1.239633], [-10.426922, 2.214460, -0.759015], [-11.071971, 0.739710, -2.075458], [-9.528532, 0.430868, -1.252162], [-12.359162, 0.291645, -0.096647], [-10.988305, -0.795148, 0.211085]], "forces_ev_per_angstrom": [[-1.693, 2.468, -1.061], [4.382, 0.394, 0.844], [-2.188, -2.069, -2.205], [-0.450, -0.684, 1.770], [-2.355, -0.002, 0.035], [1.708, 1.815, 0.791], [0.455, -1.943, -0.200], [-0.191, 0.637, 0.472], [0.072, -0.236, 0.657], [0.019, 0.154, -0.326], [-0.073, 0.150, -0.544], [0.011, -0.007, 0.418], [0.004, -0.526, -0.119], [0.049, 0.024, -0.240], [0.024, -0.066, -0.069], [-0.024, 0.007, -0.070], [-0.041, -0.116, -0.190], [-0.600, 0.094, 0.291], [-0.308, -0.568, -0.114], [0.110, 0.346, 0.234], [0.221, 0.151, -0.125], [-0.179, -0.091, 0.060], [0.335, -0.163, -0.279], [0.199, 0.128, 0.046], [0.105, -0.007, -0.012], [0.018, 0.063, -0.015], [0.196, 0.055, -0.096], [-0.507, -0.498, -0.386], [-0.552, 0.405, -0.063], [0.183, -0.230, -0.108], [0.455, -0.154, 0.045], [-0.188, 0.106, -0.046], [0.134, 0.372, 0.343], [0.247, 0.005, 0.051], [0.072, 0.061, 0.048], [0.020, -0.071, 0.008], [0.177, 0.063, 0.108], [0.452, -0.475, 0.087], [-0.417, -0.548, 0.070], [0.340, 0.135, -0.059], [-0.005, 0.513, -0.070], [0.009, -0.222, 0.028], [-0.352, 0.114, 0.028], [0.059, 0.184, -0.027], [-0.046, 0.026, -0.038], [0.040, 0.038, 0.023], [-0.079, 0.165, -0.032], [0.190, -0.282, -0.599], [-0.322, -0.557, 0.029], [0.131, 0.263, -0.164], [0.101, 0.440, 0.181], [0.052, -0.274, -0.092], [-0.100, -0.030, 0.403], [0.042, 0.220, 0.043], [-0.023, 0.056, 0.047], [0.051, 0.042, 0.011], [0.033, 0.124, 0.183]], "nbo_charge": [-0.8605, 1.9331, -0.8569, -0.4885, 1.0331, -0.5490, -0.2062, -0.1079, -0.1013, -0.4960, 0.9677, -0.5896, -0.4758, 0.2047, 0.2074, 0.1823, 0.2095, -0.1108, -0.1008, -0.4809, 0.9709, -0.5938, -0.4863, 0.2151, 0.1919, 0.1863, 0.2076, -0.1145, -0.1004, -0.5012, 0.9648, -0.5807, -0.4814, 0.2366, 0.1766, 0.1903, 0.2054, -0.1013, -0.1026, -0.4897, 0.9631, -0.5720, -0.4874, 0.2103, 0.1852, 0.1787, 0.2145, -0.1038, -0.1010, -0.4872, 0.9666, -0.5838, -0.4789, 0.2049, 0.1944, 0.1853, 0.2037]}


No. 3
{"formula": "C4H12", "method": "ωB97M-V with the def2-TZVPD basis set", "e_homo_ev": -10.94, "relative_energy_ev": 1.731, "lumo_energy_ev": 0.996, "smiles": "CC.CC", "spin_multiplicity": 1, "orbital_gap_ev": 11.94, "symbols": ["C", "C", "H", "H", "H", "H", "H", "H", "C", "C", "H", "H", "H", "H", "H", "H"], "coordinates": [[2.317369, -0.068301, 1.893929], [2.957930, -0.394432, 0.594646], [2.046069, 1.001114, 2.179788], [1.258024, -0.373334, 2.055818], [2.805635, -0.259964, 2.835355], [3.270979, -1.385732, 0.421220], [3.743739, 0.356806, 0.370401], [2.348047, -0.094069, -0.271415], [-2.708203, 0.927023, -1.160740], [-2.455095, -0.524086, -1.313122], [-2.044330, 1.512498, -0.604325], [-2.844106, 1.496465, -2.053207], [-3.762924, 1.007290, -0.764154], [-3.186269, -1.112648, -0.787485], [-2.783702, -1.029738, -2.212789], [-1.523171, -0.759919, -1.257485]], "forces_ev_per_angstrom": [[-2.855, 1.895, 2.325], [0.074, 2.970, -1.461], [0.989, -0.377, -1.508], [0.705, -0.957, -0.491], [0.773, -1.025, -0.008], [0.507, -1.099, 0.176], [0.431, -0.878, 0.574], [-0.631, -0.529, 0.390], [-3.602, 0.394, -0.491], [-5.377, 0.021, -1.374], [1.061, 0.356, 1.343], [0.337, 0.100, -1.215], [1.172, 0.335, 0.239], [0.528, -0.250, 1.821], [0.145, 0.946, -1.473], [5.742, -1.903, 1.153]], "nbo_charge": [-0.6391, -0.6257, 0.2113, 0.2074, 0.2123, 0.2142, 0.2102, 0.2095, -0.6142, -0.6189, 0.2095, 0.2045, 0.1999, 0.2113, 0.2077, 0.2001]}


| no. | electronic energy (Eh) |
| --- | --- |
| 1 | -7215.9684 |
| 2 | -3262.1851 |
| 3 | -159.5214 |